Entry 1:
DFT (wB97M-V/def2-TZVPD) results for the molecule CH5N3O3S.

Geometry as XYZ:
```
13
Properties=species:S:1:pos:R:3:forces:R:3
N 0.99887 1.10986 0.71855 0.320 0.627 0.579
C -0.04191 0.98980 -0.16979 1.280 -1.625 -4.131
N -1.22397 1.52043 0.28964 -4.392 2.967 0.241
O -2.12000 1.94110 -0.47558 3.342 -1.474 1.395
S -0.70854 -0.84948 -0.03179 -0.652 -1.531 -2.693
N 0.67603 -1.63190 -0.53666 -0.282 0.127 -0.030
O -1.83164 -1.24253 -0.89538 2.137 1.267 1.181
O -0.79441 -1.05980 1.36697 0.100 -0.446 1.014
H 1.84232 0.50780 0.64704 -1.448 0.590 0.140
H 0.49444 1.19401 1.58447 1.001 -0.304 1.202
H 0.27416 1.18705 -1.22882 -0.699 -0.330 0.593
H 1.23172 -2.12392 0.11482 0.034 -0.351 1.253
H 1.20295 -1.54242 -1.38346 -0.740 0.481 -0.744
```
Positions in Å, forces in eV/Å.

E_HOMO (alpha / beta) = -9.70 / -9.70 eV
E_tot = -829.1334 Ha
SMILES = N[C@H](N=O)S(N)(=O)=O
multiplicity = 1
Kohn-Sham gap (alpha / beta) = 8.62 / 8.62 eV
largest force on an atom = 5.3 eV/A
LUMO level (alpha / beta) = -1.08 / -1.08 eV

Atomic partial charges in e from the natural (NBO) method, atoms 1 to 5: atom 1 (N): -0.821, atom 2 (C): -0.108, atom 3 (N): 0.063, atom 4 (O): -0.241, atom 5 (S): 2.190

***

Entry 2:
DFT (wB97M-V/def2-TZVPD) results for a cluster of 9 separate species, H20NO8 in total.

Geometry as XYZ:
```
29
Properties=species:S:1:pos:R:3:forces:R:3
N 1.96741 -1.01206 -0.23671 0.566 -0.959 2.511
H 2.48928 -1.87311 -0.42936 -0.584 0.349 -0.387
H 2.55605 -0.46836 0.42975 -0.243 -0.162 -0.586
H 1.02234 -1.18847 0.29725 1.124 0.071 -0.466
H 1.75954 -0.41519 -1.01926 0.160 0.080 -1.002
O -2.43602 -1.76131 -0.52211 -0.656 1.251 -1.754
H -2.96080 -1.51178 -1.35145 0.929 -0.746 1.864
H -2.81901 -2.53959 -0.13044 -0.557 -0.575 0.033
O -1.04491 1.84020 -1.00059 1.102 -0.422 -0.808
H -1.04590 1.90853 -0.05248 -0.469 0.147 0.701
H -1.88849 2.01541 -1.40422 -0.483 0.218 0.263
O -2.69747 0.18146 1.82417 0.278 0.269 -0.758
H -2.93974 -0.42796 1.10775 -0.053 0.157 0.337
H -3.12895 -0.12261 2.61591 -0.324 -0.259 0.390
O 0.10729 -2.34755 -1.67134 0.753 0.119 -0.121
H -0.76679 -2.57845 -1.38766 -0.819 -0.094 0.460
H 0.05318 -2.38804 -2.62233 0.166 -0.053 -0.534
O 1.52917 1.06730 -1.79607 0.926 -0.329 0.406
H 0.68747 1.42659 -1.54421 -1.395 0.512 0.080
H 1.74723 1.41718 -2.64826 0.216 0.336 -0.740
O -0.14476 -1.04246 1.20267 -0.116 0.809 1.204
H -0.89785 -0.92977 0.62492 -0.558 -0.104 -0.327
H -0.19082 -0.24365 1.79658 0.122 -0.878 -0.680
O 3.47370 1.26997 0.47867 -1.185 0.557 -0.140
H 3.34715 1.94229 1.16923 0.327 -0.321 -0.234
H 2.73682 1.45637 -0.15537 0.918 0.014 0.288
O -0.09137 1.73905 1.97736 -1.133 0.392 -0.030
H -0.93769 2.14580 2.25081 0.205 -0.677 -0.086
H 0.51393 2.44020 2.19679 0.782 0.300 0.115
```
Positions in Å, forces in eV/Å.

total charge = +1
E_HOMO = -14.64 eV
E_tot = -668.4797 Ha
multiplicity = 1
Kohn-Sham gap = 11.75 eV
largest force on an atom = 2.7 eV/A
LUMO level = -2.89 eV

Atomic partial charges in e from the natural (NBO) method, atoms 1 to 5: atom 1 (N): -0.936, atom 2 (H): 0.425, atom 3 (H): 0.436, atom 4 (H): 0.462, atom 5 (H): 0.449

***

- largest force on an atom of number 2 (H20NO8)?
  2.7 eV/A

***

- The highest largest force on an atom belongs to which entry?
  CH5N3O3S

***

- What is the largest force on an atom in the second record?
  2.7 eV/A

***

What did the first record say?
DFT (wB97M-V/def2-TZVPD) results for the molecule CH5N3O3S.

Geometry as XYZ:
```
13
Properties=species:S:1:pos:R:3:forces:R:3
N 0.99887 1.10986 0.71855 0.320 0.627 0.579
C -0.04191 0.98980 -0.16979 1.280 -1.625 -4.131
N -1.22397 1.52043 0.28964 -4.392 2.967 0.241
O -2.12000 1.94110 -0.47558 3.342 -1.474 1.395
S -0.70854 -0.84948 -0.03179 -0.652 -1.531 -2.693
N 0.67603 -1.63190 -0.53666 -0.282 0.127 -0.030
O -1.83164 -1.24253 -0.89538 2.137 1.267 1.181
O -0.79441 -1.05980 1.36697 0.100 -0.446 1.014
H 1.84232 0.50780 0.64704 -1.448 0.590 0.140
H 0.49444 1.19401 1.58447 1.001 -0.304 1.202
H 0.27416 1.18705 -1.22882 -0.699 -0.330 0.593
H 1.23172 -2.12392 0.11482 0.034 -0.351 1.253
H 1.20295 -1.54242 -1.38346 -0.740 0.481 -0.744
```
Positions in Å, forces in eV/Å.

E_HOMO (alpha / beta) = -9.70 / -9.70 eV
E_tot = -829.1334 Ha
SMILES = N[C@H](N=O)S(N)(=O)=O
multiplicity = 1
Kohn-Sham gap (alpha / beta) = 8.62 / 8.62 eV
largest force on an atom = 5.3 eV/A
LUMO level (alpha / beta) = -1.08 / -1.08 eV

Atomic partial charges in e from the natural (NBO) method, atoms 1 to 5: atom 1 (N): -0.821, atom 2 (C): -0.108, atom 3 (N): 0.063, atom 4 (O): -0.241, atom 5 (S): 2.190